ORCA calculation (ωB97M-V/def2-TZVPD) on 11 unconnected molecules or ions with the total composition C44H77N3O33S.

Each line ends with the Mulliken charge.
Geometry (Å):
C 5.285 -0.631 -5.114  0.744
H 14.027 -0.092 -4.806  0.284
H 6.917 -7.349 3.476  0.336
H -8.340 1.693 5.015  0.084
C 0.402 2.458 1.166  -0.490
O 8.073 -5.930 4.466  -0.253
C -2.847 0.082 5.451  -0.500
H 12.981 1.363 -4.914  0.288
C 6.197 -0.239 -7.216  -0.506
C -5.478 2.501 8.417  -0.584
C 5.882 -2.661 2.313  -0.425
O -6.959 2.944 -6.410  -0.226
H 7.226 -0.257 -6.852  0.158
C 11.693 -0.738 -5.837  0.821
H -13.127 -0.211 0.168  0.286
C 13.545 0.619 -5.479  -0.616
C 11.517 -6.375 4.725  -0.692
H 3.915 -1.893 -3.248  0.326
H 6.143 -1.845 2.988  0.310
O -5.115 -1.608 0.547  -0.269
H 6.040 -6.059 4.313  0.210
O 12.698 -0.058 -6.406  -0.322
C -13.134 -0.126 -0.920  -0.611
H -8.007 -0.834 0.938  0.358
H -14.118 0.219 -1.235  0.214
C -8.086 2.574 -7.036  0.724
C -6.044 -0.712 -0.145  -0.210
O -12.906 -1.397 -1.526  -0.332
H -10.300 -4.061 -0.560  0.280
H -4.626 1.125 -5.276  0.418
H -5.341 0.065 2.430  0.123
C -7.184 -0.913 3.406  -0.726
O -5.154 1.219 6.116  -0.502
H -12.390 0.600 -1.255  0.288
H -5.365 2.961 9.398  0.263
H 9.158 -1.451 -5.815  0.197
O 4.413 -0.127 -4.231  -0.218
H 12.674 -1.989 -0.571  0.294
O 11.414 -3.363 1.340  -0.554
C 11.639 -1.978 -0.919  -0.599
O 4.599 4.901 -0.495  -0.553
C 10.757 -2.362 1.199  0.762
H 6.130 0.487 -8.026  0.248
C -4.600 1.122 -4.150  0.034
H 5.234 -0.932 -2.496  0.334
O 11.467 -0.813 -4.656  -0.545
H -1.826 -0.296 5.402  0.240
H -10.978 6.264 7.360  0.293
O -5.430 0.427 -0.745  -0.388
C -9.301 0.695 -7.666  -0.636
C -5.356 -2.870 0.029  0.617
O -3.003 0.764 6.692  -0.352
C -4.515 0.747 -2.984  -1.242
O -10.779 5.066 5.672  -0.340
C -6.762 4.356 -6.342  -0.662
H 7.164 5.608 -0.590  0.293
C 4.849 4.977 -1.672  0.751
C -8.291 2.634 5.563  -0.345
C -6.468 0.076 2.381  0.030
C -10.998 6.342 6.272  -0.614
H 11.556 -1.257 -1.731  0.206
S -6.507 -2.638 3.425  -0.249
C 9.869 -2.087 -6.346  -0.505
O -2.041 -0.503 -0.551  -0.456
H 1.630 -0.309 2.221  0.297
H 3.347 2.820 -1.582  0.261
C -0.990 2.404 0.621  -0.433
H 1.718 -0.909 0.531  0.106
H 0.585 2.835 2.213  0.395
O 5.936 -1.636 -4.973  -0.545
H 0.530 -1.576 1.660  0.222
H -7.140 -0.507 4.469  0.196
H 14.318 1.133 -6.050  0.211
H -7.444 3.209 5.185  0.304
C 6.895 -6.731 4.376  -0.730
H -6.269 1.750 8.474  0.268
H 9.370 -2.510 -7.218  0.215
C 9.213 -6.634 4.551  0.728
N -5.638 -3.862 -0.506  -0.545
C 3.030 3.639 -2.223  -0.560
H -7.569 4.831 -5.782  0.313
H -6.574 -1.300 -0.967  0.631
O 10.760 -1.561 0.125  -0.317
N 1.587 1.551 -0.978  -0.108
O 4.157 4.401 -2.663  -0.338
H 7.488 6.835 -1.823  0.217
H 6.782 -7.352 5.266  0.338
H -6.685 4.783 -7.344  0.297
H -3.533 -0.766 5.389  0.248
O -11.636 -3.126 -1.853  -0.312
C -4.304 0.077 -1.573  0.993
O 4.163 -0.785 1.564  -0.555
O 5.305 0.177 -6.184  -0.318
H 5.909 -1.218 -7.603  0.288
O -9.515 3.334 5.340  -0.344
H 2.312 4.279 -1.706  0.332
H -6.786 1.129 2.694  0.238
H -3.002 0.766 4.615  0.227
H -10.210 1.024 -7.158  0.290
H 6.377 -3.568 2.660  0.016
C -7.080 -0.173 0.931  -0.900
H -1.762 -0.795 -1.447  0.398
H -5.134 -2.522 3.503  0.098
H -7.439 0.838 0.546  0.298
O -8.902 3.315 -7.521  -0.537
O -8.145 1.234 -7.028  -0.287
H -4.203 -1.045 -1.758  0.283
H -1.882 2.731 1.218  0.491
C -11.720 -1.946 -1.225  0.824
H -3.307 0.956 0.201  0.091
H -9.326 0.976 -8.721  0.292
C 1.542 -1.183 1.573  -0.314
O 9.891 -1.856 2.089  -0.315
O -8.737 5.007 6.661  -0.553
N -2.278 1.694 -1.493  -0.278
H -9.241 -0.391 -7.599  0.220
C 1.534 2.014 0.331  -0.459
H -11.986 6.685 5.968  0.222
H -5.737 3.280 7.697  0.275
C 0.273 1.517 -1.438  -0.280
C -9.590 4.519 5.962  0.736
O 9.304 -7.835 4.555  -0.540
O -10.877 -1.462 -0.512  -0.542
C 4.283 -0.888 -3.030  -0.435
H 10.205 -2.906 -5.708  0.290
H -8.164 2.409 6.623  0.262
H 11.590 -6.981 5.629  0.312
H 2.555 2.053 0.837  0.313
H 6.223 -2.448 1.299  0.302
C 9.775 -2.612 3.293  -0.608
H 3.554 -0.384 -2.395  -0.076
H 9.049 -2.112 3.934  0.276
O 5.871 5.655 -2.218  -0.336
O -4.231 1.894 8.076  -0.353
C -10.415 -3.828 -1.620  -0.581
C 3.738 -1.854 1.923  0.762
H 9.411 -3.619 3.081  0.230
H -8.282 -0.946 3.130  0.437
C -1.001 1.867 -0.778  0.507
H 10.731 -2.650 3.819  0.332
O 4.474 -2.898 2.331  -0.333
H -1.985 1.439 -2.454  0.345
H 2.547 3.220 -3.105  0.247
H -5.824 4.534 -5.817  0.207
H 6.128 7.069 -0.716  0.288
H -10.460 -4.764 -2.177  0.219
H 11.725 -6.977 3.839  0.315
O 2.447 -2.208 1.983  -0.383
H -9.563 -3.251 -1.983  0.260
O 10.230 -5.765 4.629  -0.237
O 10.982 -1.322 -6.812  -0.325
C -2.987 0.568 -0.822  -0.363
H 11.349 -2.960 -1.297  0.291
C 6.701 6.324 -1.271  -0.627
H 0.176 1.151 -2.516  0.153
H 12.258 -5.578 4.782  0.215
H -10.258 7.064 5.923  0.289
C -4.224 1.285 6.883  0.764

Summary:
Max |F|: 5.69 eV Å⁻¹
Relative energy (zero: lowest compared OMol25 entry of this formula, charge and spin): 347.1 kJ/mol
HOMO: -9.0 eV
Spin multiplicity: 1
DFT total energy: -129743.210 eV
Structure (SMILES): C#C[C@H](O[C@H](CCCS)OC#N)[C@@H](O)Nc1cccnc1.COC(=O)OC.COC(=O)OC.COC(=O)OC.COC(=O)OC.COC(=O)OC.COC(=O)OC.COC(=O)OC.COC(=O)OC.COC(=O)OC.COC(=O)OC



ORCA calculation (ωB97M-V/def2-TZVPD) on 8 unconnected molecules or ions with the total composition C44H79FIN3O10S2.

Each line ends with the Mulliken charge.
Geometry (Å):
H 3.062 -2.010 -10.723  0.169
H 2.435 -2.731 -2.752  0.378
C -2.909 4.727 -2.488  0.298
C -3.164 -3.166 0.100  -0.560
H -1.054 -2.982 4.986  0.341
C -0.950 0.437 -0.434  -0.726
H -0.855 4.761 -1.778  0.171
O -1.803 2.934 5.913  -0.362
C 1.511 -2.648 -3.310  -0.687
H 4.660 -2.675 -8.821  0.465
C -1.716 -0.830 -0.297  0.459
H 0.649 -1.909 6.227  0.498
H -2.352 -3.832 -1.729  0.375
C 0.671 5.778 2.021  0.526
C -3.228 -2.164 1.066  -0.693
O 0.915 -3.117 -9.540  -0.497
H 1.848 -5.476 0.338  0.207
C -3.909 3.727 5.024  -1.384
H -3.564 3.453 -0.870  0.122
H 0.069 5.955 2.913  0.201
O -3.404 0.449 2.526  -0.519
H 0.688 -2.892 -1.335  0.243
H -3.476 3.795 4.024  0.273
H -0.143 3.806 1.702  -0.362
C -3.745 9.662 2.346  -1.437
H 6.233 -4.021 1.484  0.370
H 1.539 -6.120 1.959  0.465
O 4.830 -6.197 2.124  -0.546
C 0.165 0.487 6.242  0.709
C -2.471 0.124 1.851  -0.483
C 5.306 -6.945 -0.125  -1.194
C -1.467 4.240 -2.515  -0.500
H -3.277 7.578 2.134  0.160
H 0.432 -3.519 4.208  0.366
H -2.215 -6.100 1.582  0.302
H -0.249 -0.857 -2.563  0.590
H -0.299 -4.573 1.208  -0.030
H -0.114 -3.859 -2.596  0.345
C 1.083 1.675 6.286  -1.299
C 1.372 -3.952 -11.761  -1.208
C -2.380 -3.010 -1.034  -0.989
H 4.398 -6.091 -6.423  0.408
H -0.101 7.486 0.949  0.272
I -4.342 -2.555 2.790  0.056
H -3.796 4.705 5.500  0.351
H 1.768 -3.468 -9.261  0.280
H 2.179 -1.319 -12.094  0.390
H 6.138 -7.570 0.211  0.371
H -2.807 7.141 4.528  0.179
H 4.274 -5.162 0.483  0.046
H 2.328 -4.381 -11.450  0.312
H -0.907 -6.509 2.705  0.380
O 1.927 5.279 2.490  -0.593
C 0.856 7.087 1.276  -1.496
H -3.451 10.514 2.965  0.351
C 3.929 -2.928 -6.820  -0.045
C 6.374 -4.870 0.814  -1.410
C -0.251 -5.601 0.843  1.160
O -3.672 4.062 -3.494  -0.564
H 7.239 -5.434 1.175  0.365
C 0.329 -2.903 -2.357  -0.393
H 1.962 1.508 5.671  0.412
H -3.658 3.120 -3.294  0.338
H 1.440 -3.690 -12.818  0.365
H -1.690 3.778 6.363  0.293
C 2.086 -1.647 -11.058  -1.069
H -3.664 3.475 7.783  0.377
H 1.253 -7.120 0.525  0.348
H -4.844 2.285 7.207  0.392
H -4.825 9.537 2.423  0.386
N 4.733 -4.675 -7.980  -0.641
H 1.472 -1.674 -3.781  0.435
H 1.499 6.949 0.400  0.447
C -1.194 -6.476 1.653  -1.568
C -3.782 2.533 7.239  -1.580
C 1.037 -2.737 -10.909  0.343
C -3.202 2.655 5.840  0.823
H 0.591 -0.382 3.092  0.854
H 0.611 -4.723 -11.642  0.313
O -0.682 -5.549 -0.522  -0.391
H 0.596 4.507 0.269  0.420
C 5.135 -5.751 0.803  0.768
H 5.505 -6.629 -1.149  0.302
C 4.353 -5.089 -6.799  -0.067
H 2.480 5.115 1.718  0.377
H -1.545 1.193 3.979  -0.545
C -0.710 1.299 3.299  0.432
N 0.025 -0.278 5.062  0.429
H 0.580 2.570 5.944  0.168
H -3.286 1.695 5.328  0.101
C -0.195 -2.656 4.414  -0.663
H -4.581 4.869 -1.127  0.359
C -3.009 8.408 2.789  0.629
C 0.609 -1.626 5.182  -0.760
H -1.421 3.169 -2.306  -0.172
H 1.434 1.781 7.300  0.422
C 0.425 0.395 3.830  -1.634
H -4.974 3.513 4.927  0.422
C -3.549 4.517 -1.123  -0.751
H 3.625 -1.949 -6.518  0.444
O -1.599 8.579 2.636  -0.438
N 3.848 -4.059 -6.047  0.267
H -1.032 4.398 -3.503  0.346
S 4.273 -4.599 -3.497  -0.141
C -2.503 -0.992 0.860  0.972
C -1.178 0.814 1.966  0.468
C 4.474 -3.337 -7.997  -0.693
C 3.338 -4.197 -4.739  -0.059
H -3.003 5.047 -0.342  0.021
F 0.711 1.585 0.856  -0.447
O -0.759 0.997 -1.478  -0.687
H 6.602 -4.492 -0.184  0.321
H -0.988 5.083 0.814  -0.097
H 5.575 -6.723 2.435  0.345
H -3.715 -4.078 0.263  0.491
H 4.407 -7.563 -0.119  0.279
H 1.832 -0.783 -10.442  0.301
H -0.645 -6.447 -0.870  0.287
C -0.459 0.961 0.857  1.353
H -0.409 2.338 3.256  0.240
C 1.181 -6.106 0.928  -1.534
H -3.495 9.907 1.313  0.340
H -0.499 -2.264 3.448  -0.095
C -0.011 4.736 1.150  0.023
S 1.589 -3.953 -4.580  -0.050
H -1.326 9.308 3.203  0.284
C -0.753 -1.805 -2.475  -0.987
C -3.341 8.043 4.228  -1.202
H -1.371 -1.993 -3.344  0.317
C -1.629 -1.850 -1.252  0.835
H 1.632 -1.603 4.804  0.326
H 0.061 -2.346 -11.200  0.303
H -4.411 7.873 4.358  0.393
H -3.036 8.847 4.904  0.371
H -2.943 5.787 -2.745  0.359
O -0.443 0.159 7.226  -0.615
H 1.363 0.940 3.894  0.183
H -3.257 1.760 7.800  0.371
H -1.193 -7.497 1.259  0.403
H 1.337 7.825 1.918  0.313

Summary:
Max |F|: 1.10 eV Å⁻¹
HOMO: -9.1 eV
Spin multiplicity: 1
DFT total energy: -104341.668 eV
Structure (SMILES): CCN(CCC1=C(F)C(=O)c2c(CCCSC(=S)n3ccnc3)ccc(I)c2C1=O)C(C)=O.CC(C)O.CC(C)O.CC(C)O.CC(C)O.CC(C)O.CC(C)O.CC(C)O